1.
The following is a DFT calculation (ωB97M-V with the def2-TZVPD basis set) of a 7-piece molecular cluster, C6H25O7 overall at a distorted geometry.

The value obtained for the molecular weight is 209.3 g mol⁻¹. Its total energy is -20960.8974 eV. The calculation puts the max |F| at 2.48 eV/Å. For the relative energy (zero: lowest compared OMol25 entry of this formula, charge and spin), the calculation gives 28.8 kcal per mole. The calculation puts the orbital gap at 0.311 hartree. Its LUMO energy is 3.02 eV. As for the total charge: -1.

Each atom is followed by the atoms it is bonded to, with distances in Å.
Atoms and positions in Å:
1 C -2.01 0.99 -0.64  O2 1.416, C3 1.539, H8 1.106, H9 1.097
2 O -2.68 0.68 -1.85  C1 1.416, H25 0.996
3 C -1.29 -0.32 -0.24  C1 1.539, C4 1.545, H10 1.101, H11 1.099
4 C -0.28 -0.31 0.93  C3 1.545, C5 1.596, C6 1.562, H12 1.082
5 C -1.02 -0.88 2.22  C4 1.596, H13 1.101, H14 1.100, H15 1.093
6 C 0.96 -1.19 0.56  C4 1.562, C7 1.506, H16 1.112, H17 1.082
7 C 2.24 -0.78 1.24  C6 1.506, H18 1.084, H19 1.114, H20 1.091
8 H -1.35 1.86 -0.83  C1 1.106
9 H -2.75 1.24 0.12  C1 1.097
10 H -2.00 -1.15 -0.12  C3 1.101
11 H -0.71 -0.51 -1.16  C3 1.099
12 H -0.02 0.72 1.12  C4 1.082
13 H -1.17 -0.17 3.05  C5 1.101
14 H -1.97 -1.32 1.89  C5 1.100
15 H -0.40 -1.71 2.56  C5 1.093
16 H 1.24 -1.03 -0.50  C6 1.112
17 H 0.73 -2.23 0.78  C6 1.082
18 H 2.21 -0.42 2.26  C7 1.084
19 H 2.75 0.06 0.73  C7 1.114
20 H 3.08 -1.47 1.24  C7 1.091
21 H -2.91 -3.42 -0.16  O23 0.952
22 H -1.44 -3.89 0.49  O23 0.961
23 O -2.39 -3.76 0.56  H21 0.952, H22 0.961
24 H -0.60 -0.60 -3.74  O26 0.964
25 H -2.01 0.31 -2.48  O2 0.996
26 O -0.54 0.34 -3.55  H24 0.964, H27 1.073
27 H 0.37 0.61 -3.06  O26 1.073
28 H 2.28 0.81 -3.30  O29 0.961
29 O 1.73 0.60 -2.54  H28 0.961
30 H 2.28 4.33 0.69  O32 0.961
31 H 1.33 3.20 0.26  O32 0.981
32 O 1.69 3.67 1.05  H30 0.961, H31 0.981
33 H 1.70 1.96 -1.72  O35 1.047
34 H 1.03 3.18 -2.45  O35 0.959
35 O 1.53 2.99 -1.66  H33 1.047, H34 0.959
36 H 2.10 -1.43 3.84  O38 0.968
37 H 0.64 -1.24 3.86  O38 0.972
38 O 1.32 -1.82 4.25  H36 0.968, H37 0.972

=====

2.
The following is a DFT calculation (ωB97M-V with the def2-TZVPD basis set) of a 7-piece molecular cluster, C6H26NO7 overall at a distorted geometry.

The value obtained for the molecular weight is 224.3 g mol⁻¹. Its total energy is -22457.8929 eV. The calculation puts the max |F| at 8.40 eV/Å. For the relative energy (zero: lowest compared OMol25 entry of this formula, charge and spin), the calculation gives 58.7 kcal per mole. The calculation puts the orbital gap at 0.393 hartree. Its LUMO energy is -2.60 eV. As for the total charge: +1.

Each atom is followed by the atoms it is bonded to, with distances in Å.
Atoms and positions in Å:
1 O 3.50 0.88 -0.23  C2 1.181
2 C 2.36 1.11 -0.42  O1 1.181, C3 1.516, H9 1.157
3 C 1.28 0.07 -0.24  C2 1.516, C4 1.545, N8 1.491, H10 1.200
4 C -0.03 0.77 0.17  C3 1.545, C5 1.557, C6 1.528, H11 1.166
5 C 0.20 1.34 1.60  C4 1.557, H12 1.124, H13 1.074, H14 1.135
6 C -1.15 -0.27 0.26  C4 1.528, C7 1.510, H15 1.128, H16 1.194
7 C -2.51 0.25 -0.16  C6 1.510, H17 1.058, H18 1.151, H19 1.113
8 N 1.77 -0.94 0.74  C3 1.491, H20 0.999, H21 1.078, H22 0.911
9 H 1.95 2.16 -0.72  C2 1.157
10 H 1.14 -0.38 -1.34  C3 1.200
11 H -0.22 1.66 -0.56  C4 1.166
12 H 0.85 2.25 1.48  C5 1.124
13 H 0.40 0.52 2.27  C5 1.074
14 H -0.78 1.88 1.80  C5 1.135
15 H -1.01 -0.72 1.29  C6 1.128
16 H -1.13 -1.30 -0.35  C6 1.194
17 H -2.74 1.14 0.35  C7 1.058
18 H -3.39 -0.48 -0.01  C7 1.151
19 H -2.47 0.36 -1.26  C7 1.113
20 H 1.68 -0.52 1.64  N8 0.999
21 H 1.05 -1.75 0.72  N8 1.078
22 H 2.63 -1.17 0.57  N8 0.911
23 H 0.94 1.48 -3.73  O25 0.970
24 H 0.40 1.47 -2.18  O25 0.991
25 O 0.77 0.95 -2.93  H23 0.970, H24 0.991
26 H 0.56 -3.15 -1.16  O28 0.877
27 H -0.28 -2.07 -1.79  O28 0.893
28 O 0.19 -2.35 -1.09  H26 0.877, H27 0.893
29 H -1.83 -3.57 2.78  O31 0.960
30 H -1.87 -2.38 3.65  O31 0.921
31 O -1.57 -2.65 2.83  H29 0.960, H30 0.921
32 H -3.20 -1.10 4.22  O34 0.978
33 H -1.90 -0.26 4.86  O34 1.003
34 O -2.47 -1.08 4.87  H32 0.978, H33 1.003
35 H 0.78 3.75 -2.78  O37 0.945
36 H -0.47 4.07 -2.22  O37 0.938
37 O 0.32 3.66 -1.95  H35 0.945, H36 0.938
38 H -0.36 -0.39 -3.36  O40 1.008
39 H -1.68 -1.10 -3.77  O40 0.937
40 O -1.03 -1.09 -3.10  H38 1.008, H39 0.937

=====

3.
The following is a DFT calculation (ωB97M-V with the def2-TZVPD basis set) of a 7-piece molecular cluster, C6H26O7 overall at a distorted geometry.

The value obtained for the molecular weight is 210.3 g mol⁻¹. Its total energy is -20972.6781 eV. The calculation puts the max |F| at 1.72 eV/Å. For the relative energy (zero: lowest compared OMol25 entry of this formula, charge and spin), the calculation gives 107.0 kcal per mole. The calculation puts the orbital gap at 0.382 hartree. Its LUMO energy is 0.42 eV. The structure (SMILES) is CO.CO.CO.CO.CO.CO.O.

Each atom is followed by the atoms it is bonded to, with distances in Å.
Atoms and positions in Å:
1 C -11.50 -3.47 35.74  O2 1.396, H3 1.090, H4 1.090, H5 1.090
2 O -10.83 -2.74 34.76  C1 1.396, H6 0.960
3 H -10.77 -4.05 36.31  C1 1.090
4 H -12.16 -2.79 36.27  C1 1.090
5 H -12.17 -4.21 35.30  C1 1.090
6 H -10.01 -2.33 35.06  O2 0.960
7 C -9.68 -4.12 28.45  O8 1.445, H9 1.090, H10 1.090, H11 1.090
8 O -9.67 -2.69 28.69  C7 1.445, H12 0.960
9 H -10.71 -4.43 28.55  C7 1.090
10 H -9.32 -4.28 27.43  C7 1.090
11 H -9.02 -4.67 29.13  C7 1.090
12 H -8.74 -2.47 28.61  O8 0.960
13 C -11.53 1.63 27.50  O14 1.434, H15 1.090, H16 1.090, H17 1.090
14 O -12.68 1.61 26.64  C13 1.434, H18 0.960
15 H -11.61 0.95 28.34  C13 1.090
16 H -10.65 1.32 26.93  C13 1.090
17 H -11.25 2.63 27.82  C13 1.090
18 H -13.22 2.36 26.90  O14 0.960
19 C -16.44 -2.40 35.05  O20 1.414, H21 1.090, H22 1.090, H23 1.090
20 O -17.05 -1.12 35.07  C19 1.414, H24 0.960
21 H -17.16 -3.18 34.78  C19 1.090
22 H -15.66 -2.32 34.30  C19 1.090
23 H -15.98 -2.67 36.00  C19 1.090
24 H -17.30 -0.99 35.99  O20 0.960
25 C -15.67 -0.20 29.49  O26 1.397, H27 1.090, H28 1.090, H29 1.090
26 O -17.02 -0.45 29.21  C25 1.397, H30 0.960
27 H -15.06 -0.89 28.91  C25 1.090
28 H -15.42 0.80 29.14  C25 1.090
29 H -15.36 -0.25 30.53  C25 1.090
30 H -17.26 -1.37 29.35  O26 0.960
31 C -13.79 -7.16 32.42  O32 1.445, H33 1.090, H34 1.090, H35 1.090
32 O -14.63 -5.99 32.61  C31 1.445, H36 0.960
33 H -12.77 -6.79 32.55  C31 1.090
34 H -14.10 -7.90 33.16  C31 1.090
35 H -13.82 -7.55 31.41  C31 1.090
36 H -14.21 -5.22 32.23  O32 0.960
37 O -12.50 -2.68 31.55  H38 0.957, H39 0.957
38 H -12.03 -2.53 32.37  O37 0.957
39 H -11.89 -2.43 30.86  O37 0.957

=====

4.
The following is a DFT calculation (ωB97M-V with the def2-TZVPD basis set) of a 7-piece molecular cluster, C6H27NO6 overall at a distorted geometry.

The value obtained for the molecular weight is 209.3 g mol⁻¹. Its total energy is -20435.2093 eV. The calculation puts the max |F| at 1.99 eV/Å. For the relative energy (zero: lowest compared OMol25 entry of this formula, charge and spin), the calculation gives 0.3 kcal per mole. The calculation puts the orbital gap at 0.380 hartree. Its LUMO energy is 0.47 eV. The structure (SMILES) is CCCCCNC.O.O.O.O.O.O.

Each atom is followed by the atoms it is bonded to, with distances in Å.
Atoms and positions in Å:
1 C 2.27 0.24 -2.41  C2 1.518, H8 1.100, H9 1.089, H10 1.090
2 C 0.96 -0.31 -2.95  C1 1.518, C3 1.551, H11 1.095, H12 1.086
3 C -0.03 -0.65 -1.80  C2 1.551, C4 1.538, H13 1.087, H14 1.087
4 C -1.51 -0.51 -2.21  C3 1.538, C5 1.542, H15 1.091, H16 1.089
5 C -2.18 0.79 -1.74  C4 1.542, N6 1.498, H17 1.094, H18 1.102
6 N -2.75 0.87 -0.36  C5 1.498, C7 1.486, H19 1.015
7 C -3.38 -0.42 0.03  N6 1.486, H20 1.086, H21 1.088, H22 1.075
8 H 2.92 0.56 -3.24  C1 1.100
9 H 2.88 -0.48 -1.86  C1 1.089
10 H 2.24 1.20 -1.89  C1 1.090
11 H 0.53 0.47 -3.59  C2 1.095
12 H 1.12 -1.16 -3.60  C2 1.086
13 H 0.24 -1.66 -1.49  C3 1.087
14 H 0.16 0.05 -1.00  C3 1.087
15 H -1.93 -1.40 -1.73  C4 1.091
16 H -1.80 -0.59 -3.26  C4 1.089
17 H -2.80 1.17 -2.56  C5 1.094
18 H -1.37 1.54 -1.79  C5 1.102
19 H -3.47 1.57 -0.51  N6 1.015
20 H -3.91 -0.21 0.95  C7 1.086
21 H -4.07 -0.77 -0.73  C7 1.088
22 H -2.60 -1.12 0.29  C7 1.075
23 O 2.60 0.16 1.34  H24 0.979, H25 0.959
24 H 2.33 -0.37 2.12  O23 0.979
25 H 3.54 0.12 1.18  O23 0.959
26 O -0.65 0.63 1.56  H27 0.981, H28 0.967
27 H -1.43 0.75 0.98  O26 0.981
28 H 0.10 1.00 1.07  O26 0.967
29 O 1.14 -1.15 3.18  H30 0.980, H31 0.973
30 H 1.03 -0.54 3.94  O29 0.980
31 H 0.38 -0.94 2.60  O29 0.973
32 O 1.62 2.53 0.57  H33 0.982, H34 0.960
33 H 2.08 1.74 0.91  O32 0.982
34 H 1.47 2.39 -0.37  O32 0.960
35 O 0.37 -3.72 2.56  H36 0.963, H37 0.977
36 H 1.04 -3.51 1.90  O35 0.963
37 H 0.39 -2.91 3.10  O35 0.977
38 O 0.80 1.34 3.92  H39 0.962, H40 0.966
39 H 1.49 1.98 3.71  O38 0.962
40 H 0.20 1.34 3.16  O38 0.966

=====

> The highest orbital gap belongs to which entry?

C6H26NO7